[1]
# C9H8F6NO4S

2 unconnected molecules or ions with the total composition C9H8F6NO4S in a non-equilibrium geometry (ωB97M-V/def2-TZVPD, the OMol25 dataset).

XYZ file:
```
29
Properties=species:S:1:pos:R:3:forces:R:3
S 2.314780 2.790402 0.810047 0.45 -0.56 -0.15
F -1.060981 1.004111 0.606157 -0.15 -3.70 -1.80
F -3.098408 -1.300617 0.981780 1.29 1.62 -3.84
F -3.133987 -1.360620 -2.841407 0.84 -1.59 4.91
F -4.220948 -2.527926 -1.067376 3.59 1.87 -1.14
F -3.536113 0.455025 -0.572556 3.17 -3.79 0.63
F -0.377566 -1.270046 0.841715 -2.43 2.66 -2.97
O -0.800723 0.487829 -2.567472 2.18 -2.69 7.18
O -1.492168 -4.012732 -0.405058 -1.05 3.00 -1.57
O -1.146081 -3.315457 -2.676349 -5.20 1.90 7.96
O 3.619306 2.054048 0.734619 -0.64 0.61 0.29
N 1.281397 -0.411341 -1.674007 -3.41 -4.11 0.87
C 1.402962 2.137096 2.229686 0.04 -0.07 0.15
C 1.539019 -1.899880 -1.603168 0.26 -5.84 4.33
C -2.632467 -0.722034 -0.334311 -2.19 0.57 1.98
C 1.754111 -3.246791 -1.181777 -1.60 7.75 -2.16
C -2.913241 -1.879969 -1.458848 -2.44 -0.90 -1.27
C -0.199314 -0.085574 -1.491310 1.41 0.87 -6.40
C 2.647775 4.413658 1.536317 0.11 0.11 0.15
C -1.809500 -3.090504 -1.507920 5.45 -2.74 -5.84
C -1.059010 -0.322373 -0.116666 1.18 1.55 1.66
H 1.818510 -4.410714 -0.924830 -0.08 3.42 -1.28
H -0.703056 -3.708498 0.133914 -0.90 0.17 -1.23
H 0.500365 2.731758 2.388608 0.05 -0.05 -0.10
H 1.703940 4.932743 1.718125 0.02 -0.07 -0.05
H 3.248509 4.993172 0.831198 -0.09 -0.18 0.02
H 2.032138 2.163613 3.122568 0.07 0.05 -0.11
H 3.199336 4.298234 2.472507 -0.02 -0.06 -0.07
H 1.121412 1.103386 2.015813 0.08 0.20 -0.13
```
Forces are in eV/Å.

- energy relative to the best compared isomer or geometry (same formula, charge and spin) (kcal/mol) = 168.3
- electronic energy (Eh) = -1700.490671
- F_max (eV/Å) = 9.7
- total charge = -1
- E_LUMO (eV) = 1.79

***

[2]
# CClNa4O7

A molecular structure, CClNa4O7 in a non-equilibrium geometry (ωB97M-V/def2-TZVPD, the OMol25 dataset).

XYZ file:
```
13
Properties=species:S:1:pos:R:3:forces:R:3
Cl -0.573468 -2.395440 0.523128 3.29 0.93 0.08
Na 3.354532 0.201450 -1.117202 -0.58 0.39 -0.16
Na 0.937012 1.521100 2.417808 0.22 0.61 -0.65
Na -1.038178 -0.170800 -1.867592 0.55 0.48 -0.12
Na -2.291928 3.132230 0.163578 0.74 0.14 -0.54
O 0.815212 2.778990 0.192058 1.71 -1.19 2.71
O -0.632538 1.974540 -1.042732 -9.95 -0.33 -3.09
O -0.672578 -1.658620 1.731388 -0.13 -0.02 1.31
O -0.301648 -3.774260 0.995188 0.40 -0.51 0.70
O 1.140342 0.891300 -1.056602 2.99 -2.88 0.22
O 0.581962 -1.900860 -0.197532 -1.76 -0.87 0.01
O -1.768588 -2.422820 -0.156432 -1.81 0.43 -2.03
C 0.449872 1.823190 -0.585062 4.32 2.83 1.57
```
Forces are in eV/Å.

- ⟨S²⟩ = 0.76
- electronic energy (Eh) = -1673.435340
- F_max (eV/Å) = 10.4
- total charge = +2
- spin multiplicity = 2
- E_LUMO (spin up / spin down) (eV) = -7.02 / -11.41

***

[3]
# C23H22I2MnN6O

A molecular structure, C23H22I2MnN6O (ωB97M-V/def2-TZVPD, the OMol25 dataset).

XYZ file:
```
55
Properties=species:S:1:pos:R:3:forces:R:3
I -4.331365 -0.801522 2.060800 0.10 -0.01 0.01
I 2.768654 1.083351 -2.423537 -0.12 0.11 -0.09
Mn 0.885983 -0.034084 -0.814378 0.60 -0.55 0.06
O 1.048981 1.561111 0.469861 -0.26 -0.25 -0.05
N -0.226762 -0.799949 0.825533 0.02 0.20 0.27
N -0.694220 0.965983 -1.240839 -0.04 0.14 -0.33
N 0.260085 -1.006874 -2.477987 -0.11 0.06 -0.05
N -1.058808 1.961088 -0.395935 0.00 0.20 0.24
N 2.352494 -1.584189 -0.306804 -0.21 0.33 0.11
N 3.225398 -3.374787 0.589397 0.03 -0.01 -0.01
C -1.426099 0.647433 -2.260196 0.06 0.07 0.27
C 3.673633 -1.325514 0.003770 -0.03 0.03 0.09
C -1.544308 -0.822778 3.281959 0.07 0.00 0.05
C -0.158804 -0.819235 3.216034 -0.05 -0.02 0.04
C 0.445309 -2.449959 -4.368411 -0.09 -0.01 -0.08
C 0.661414 3.377008 2.511607 -0.01 0.04 0.02
C -0.810038 4.854400 3.708625 -0.01 -0.01 -0.03
C -0.076005 2.155202 0.482867 0.15 0.05 -0.08
C -2.246838 -0.831281 2.093255 -0.18 -0.02 -0.07
C 0.906111 -1.945929 -3.170982 0.08 -0.08 0.09
C -1.389499 -0.935825 -4.208714 -0.10 0.06 -0.04
C -0.864003 -0.471741 -3.005225 0.02 -0.09 -0.13
C -2.677362 1.361528 -2.650376 0.02 -0.09 -0.08
C -1.557235 -0.821572 0.892050 -0.02 -0.13 -0.15
C -0.340151 3.127241 1.579225 -0.07 0.03 0.02
C -0.736887 -1.940293 -4.894112 0.07 -0.01 0.06
C 0.853024 -3.604655 -0.146183 0.02 0.05 0.08
C 0.427255 4.240008 3.572620 0.00 -0.02 -0.03
C -1.812492 4.609099 2.777640 0.02 -0.02 -0.01
C 2.109719 -2.827809 0.051284 0.11 -0.14 -0.08
C 4.228003 -2.426838 0.568775 -0.05 -0.02 -0.04
C -1.579965 3.749557 1.714700 0.04 0.01 0.04
C 0.456694 -0.800833 1.980281 -0.06 -0.02 -0.05
H 0.437437 -0.803836 4.117593 0.01 0.00 -0.02
H 1.532475 -0.749961 1.894842 0.03 0.02 -0.01
H 3.307883 -4.323287 0.911118 0.01 0.01 -0.01
H -0.992289 5.527932 4.536644 0.00 0.00 0.00
H 1.211857 4.436622 4.292491 0.00 0.00 -0.01
H 0.115379 -2.985906 -0.646818 -0.01 0.01 -0.02
H -2.564271 1.823345 -3.634303 0.00 -0.01 0.01
H -3.526264 0.674621 -2.700660 0.01 0.02 0.00
H -2.348921 3.546662 0.982290 0.00 0.00 0.01
H 0.435965 -3.935408 0.807204 0.00 0.00 -0.01
H -2.089328 -0.822500 -0.051225 0.02 0.06 0.01
H -2.883831 2.139310 -1.922256 -0.02 0.01 0.02
H 4.109655 -0.366879 -0.220510 -0.01 -0.01 0.00
H -2.291524 -0.484662 -4.599320 0.01 -0.03 -0.02
H 5.219377 -2.624424 0.934501 -0.02 -0.01 0.01
H 1.046035 -4.484775 -0.761847 -0.02 -0.01 0.00
H -2.058199 -0.809311 4.233730 0.00 -0.01 -0.01
H 1.618987 2.890627 2.382702 0.00 0.01 0.01
H 1.838686 -2.285342 -2.738377 -0.02 0.03 -0.01
H -2.776834 5.090287 2.881902 0.01 0.00 -0.01
H 1.012092 -3.213565 -4.881787 -0.01 0.01 -0.01
H -1.126272 -2.306918 -5.834512 -0.01 0.00 0.00
```
Forces are in eV/Å.

- energy relative to the best compared isomer or geometry (same formula, charge and spin) (kcal/mol) = 10.6
- ⟨S²⟩ = 0.77
- electronic energy (Eh) = -3039.895801
- F_max (eV/Å) = 0.8
- spin multiplicity = 2
- E_LUMO (spin up / spin down) (eV) = -0.03 / -0.05

***

[4]
# C2H3ClN3O

3 unconnected molecules or ions with the total composition C2H3ClN3O in a non-equilibrium geometry (ωB97M-V/def2-TZVPD, the OMol25 dataset).

XYZ file:
```
10
Properties=species:S:1:pos:R:3:forces:R:3
Cl -3.963001 1.995280 0.907492 0.08 -0.04 0.00
O 2.570028 -0.309948 -0.950330 -0.25 0.51 -0.71
N 0.171714 -1.612454 0.018849 0.77 -2.40 -0.24
N 3.033629 -1.939439 0.579450 -0.05 -0.34 0.04
N 2.768920 -1.173305 -0.182286 0.73 -0.12 0.65
C -0.374822 -0.634881 -0.142090 -1.12 1.83 1.17
C -0.933690 0.706815 -0.034223 -1.08 -1.30 -2.67
H -1.438318 0.861172 -1.039049 0.82 0.64 1.14
H -1.747914 0.803229 0.660721 -0.36 -0.01 0.65
H -0.086549 1.303534 0.181469 0.46 1.21 -0.02
```
Forces are in eV/Å.

- energy relative to the best compared isomer or geometry (same formula, charge and spin) (kcal/mol) = 3.1
- electronic energy (Eh) = -777.722155
- F_max (eV/Å) = 3.2
- total charge = -1
- E_LUMO (eV) = 3.34

***

[5]
# C31H38BrN2O8PSTeTi

A molecular structure, C31H38BrN2O8PSTeTi in a non-equilibrium geometry (ωB97M-V/def2-TZVPD, the OMol25 dataset).

XYZ file:
```
84
Properties=species:S:1:pos:R:3:forces:R:3
Te -3.832557 1.674683 0.523385 0.10 -0.10 0.10
Br -0.492414 -2.401177 -1.987898 0.01 0.04 -0.22
Ti 0.540940 0.028794 -0.643036 0.73 -0.10 0.09
S 4.274880 -1.254610 4.667001 -0.10 0.00 0.07
P -2.312370 1.597149 -1.250524 0.20 -0.21 -0.78
O -0.909884 0.912048 -1.171193 -2.34 1.16 0.08
O 3.114645 -0.511347 -0.883183 -0.05 -0.05 0.21
O -1.105657 -0.925525 0.694736 0.11 0.23 -0.36
O 4.880725 -2.164118 5.595513 0.10 0.04 -0.02
O 1.442270 -1.419101 0.238854 1.01 -0.67 0.45
O 4.625733 0.136085 4.666266 0.15 0.08 0.05
O -2.880929 0.779407 -2.498078 -0.24 -0.03 0.02
O -1.970688 3.024510 -1.859739 -0.07 0.15 0.17
N -3.011368 -2.026414 1.070739 0.51 -0.33 0.03
N 4.517533 -1.929409 3.187766 0.07 0.09 -0.36
C 0.436050 -0.208347 5.095622 -0.13 0.01 0.01
C -0.206414 2.025724 1.910503 0.05 0.06 -0.01
C -0.236293 -1.428005 5.052666 -0.11 0.04 0.01
C 1.488998 1.673493 0.411976 -0.17 0.04 -0.01
C -4.872082 -0.303167 -3.273938 -0.03 -0.10 -0.03
C 2.056318 1.831592 -4.241203 0.04 0.08 0.01
C -0.426065 -1.872010 -6.087060 -0.05 -0.06 0.03
C 0.544813 -0.470313 -3.809112 0.03 0.02 -0.07
C 0.833677 1.180299 1.613946 0.04 0.41 0.15
C 0.802001 2.916018 0.081544 0.14 0.02 0.11
C 4.123148 -1.135459 2.008361 0.10 -0.20 0.13
C -1.675071 -1.977375 0.979066 0.11 -0.17 0.39
C 1.846580 1.334135 -2.937415 0.10 0.05 0.06
C -0.206578 3.117844 0.978169 0.02 -0.06 0.10
C -4.190045 1.024544 -3.056133 0.14 -0.14 -0.03
C 1.079325 0.227190 -2.683742 -0.06 -0.21 -0.15
C 2.725665 -1.291790 -0.021853 -0.10 0.16 -0.12
C 1.879277 -2.562194 4.756297 0.09 0.13 0.04
C -1.647158 5.388740 -1.828907 0.10 0.00 -0.05
C -0.648764 -2.382454 -4.788702 -0.01 0.03 -0.15
C 1.512914 1.196748 -5.314250 -0.05 -0.03 -0.07
C -0.180222 -1.683135 -3.721112 -0.06 -0.03 0.13
C 2.524344 -1.330365 4.807353 -0.15 -0.05 -0.05
C 0.762680 0.010226 -5.130187 0.07 0.04 0.02
C -1.736286 -1.465325 5.209851 0.11 0.06 0.00
C 0.257890 -0.703271 -6.244383 -0.04 -0.02 -0.08
C -2.628767 4.273791 -1.556373 0.19 0.00 -0.19
C 0.501282 -2.599931 4.881459 -0.01 -0.01 -0.04
C 1.814590 -0.149393 4.975437 0.02 -0.03 -0.04
C -0.923327 -3.248097 1.294433 -0.08 -0.06 -0.07
C 3.677170 -2.047627 0.853602 0.07 -0.21 0.19
H -1.176561 -3.315400 -4.639890 0.00 0.05 -0.04
H 1.057140 3.556299 -0.749910 -0.02 -0.06 -0.06
H -0.796862 -2.418892 -6.946606 0.02 0.05 0.07
H 4.538954 -2.340373 0.255123 -0.01 -0.08 0.01
H -5.003975 -0.816101 -2.318930 -0.01 0.02 -0.06
H -4.783804 1.648303 -2.390861 0.03 0.08 0.17
H -0.010765 -3.555493 4.843119 0.00 0.04 0.03
H 2.547293 1.551354 0.230057 0.13 -0.08 -0.05
H -4.051656 1.556339 -3.996233 0.10 0.05 -0.05
H -2.086631 6.344405 -1.533759 0.03 -0.05 -0.04
H 1.657646 1.575614 -6.319885 0.01 -0.04 0.02
H -0.913892 1.894637 2.717641 -0.01 0.00 -0.05
H 3.189194 -2.932289 1.260038 -0.01 0.01 0.01
H -2.017504 -1.196557 6.231116 0.01 -0.02 -0.04
H 5.455341 -2.322609 3.169355 -0.15 -0.01 -0.09
H -4.276612 -0.937564 -3.935079 -0.05 0.04 0.06
H 4.928648 -0.485215 1.672050 0.05 0.09 0.05
H -0.132718 0.709437 5.217456 0.07 -0.08 -0.01
H 2.345961 0.795760 4.997753 -0.07 -0.11 0.00
H -2.961395 4.281059 -0.524134 0.01 -0.12 0.21
H -1.171646 -3.585864 2.303749 -0.01 0.03 -0.06
H -2.217849 -0.748112 4.540972 0.03 -0.05 0.00
H 0.144182 -3.062341 1.225722 -0.04 0.03 -0.01
H 3.301763 -0.483045 2.305785 -0.06 -0.05 0.09
H -2.136189 -2.457959 5.006399 0.00 -0.01 -0.03
H -1.390015 5.433909 -2.889841 -0.01 -0.01 0.10
H -5.855048 -0.146176 -3.727370 0.08 -0.03 0.03
H 2.651102 2.727058 -4.379527 -0.01 -0.03 0.01
H 2.460746 -3.469215 4.626343 -0.07 0.08 0.01
H -3.511278 4.364443 -2.190361 -0.04 -0.06 -0.04
H -3.522409 -1.187172 0.884240 -0.38 0.55 -0.12
H -0.729219 5.233297 -1.256550 -0.10 0.04 -0.03
H 1.139778 0.336006 2.206493 -0.03 -0.19 0.00
H -1.208298 -4.035330 0.591211 0.01 0.01 0.06
H 2.324568 1.859360 -2.120999 -0.01 0.05 0.02
H -0.911556 3.939601 0.980581 0.02 -0.10 -0.02
H -3.483257 -2.871461 1.324926 -0.08 -0.09 0.04
H 0.436316 -0.302773 -7.236714 0.01 -0.02 0.05
```
Forces are in eV/Å.

- energy relative to the best compared isomer or geometry (same formula, charge and spin) (kcal/mol) = 43.0
- electronic energy (Eh) = -6346.727497
- F_max (eV/Å) = 2.6
- E_LUMO (eV) = -0.12

***

[6]
# C14H16

2 unconnected molecules or ions with the total composition C14H16 in a non-equilibrium geometry (ωB97M-V/def2-TZVPD, the OMol25 dataset).

XYZ file:
```
30
Properties=species:S:1:pos:R:3:forces:R:3
C -0.014892 -2.105954 2.062890 -0.96 0.93 -1.21
C -0.821931 -2.455247 0.961568 0.67 -1.22 0.67
C -3.087350 0.505988 0.488540 -1.14 -0.35 -1.31
C 2.934874 1.633233 -0.456734 0.26 -0.31 0.72
C 2.435931 -0.718879 -0.735424 -0.81 -0.52 -0.06
C -0.387728 1.353085 -2.249697 0.74 0.83 -1.14
C 3.163935 0.304236 -0.082804 0.29 1.27 -0.26
C 1.245287 -0.343187 -1.424797 0.24 -0.07 0.36
C 0.935184 0.963476 -1.667020 -0.31 -0.16 0.39
C 1.846915 2.004425 -1.239856 -0.61 -0.28 -1.23
C -1.108884 0.064278 1.965869 0.43 -0.17 0.03
C -0.192654 -0.815711 2.535390 0.55 -0.04 0.52
C -1.954855 -0.345976 0.957338 -0.09 -0.25 -0.25
C -1.822369 -1.661607 0.457352 0.25 1.03 0.51
H -0.814081 2.213888 -1.721469 -0.45 -0.44 0.48
H 0.759205 -2.777986 2.395624 0.01 0.03 0.23
H 2.572461 -1.772646 -0.528699 0.19 0.00 0.17
H -0.638153 -3.442336 0.549676 -0.22 0.01 -0.20
H -3.264803 0.492937 -0.598822 0.59 -0.35 0.05
H 0.521035 -1.121695 -1.671072 0.06 0.03 -0.16
H -0.249035 1.812837 -3.252948 0.12 -0.25 0.02
H -1.045235 0.504980 -2.415185 -0.33 -0.01 0.35
H 1.754554 2.938706 -1.794296 0.26 0.27 0.44
H -3.998179 0.002230 0.843030 -0.08 0.58 0.34
H 3.573546 2.437533 -0.088176 0.10 -0.19 0.18
H -3.099596 1.577023 0.674861 0.30 -0.11 0.79
H -2.475984 -2.020935 -0.325484 0.03 0.04 -0.12
H -1.059781 1.093478 2.299329 -0.42 0.02 0.01
H 3.894355 0.115460 0.697697 0.18 -0.21 -0.18
H 0.398228 -0.435633 3.363319 0.14 -0.11 -0.12
```
Forces are in eV/Å.

- energy relative to the best compared isomer or geometry (same formula, charge and spin) (kcal/mol) = 13.2
- ⟨S²⟩ = 0.76
- electronic energy (Eh) = -543.000153
- F_max (eV/Å) = 1.8
- total charge = -1
- spin multiplicity = 2
- E_LUMO (spin up / spin down) (eV) = 3.35 / 3.29

***

Please write out number 2 again, unchanged.
# CClNa4O7

A molecular structure, CClNa4O7 in a non-equilibrium geometry (ωB97M-V/def2-TZVPD, the OMol25 dataset).

XYZ file:
```
13
Properties=species:S:1:pos:R:3:forces:R:3
Cl -0.573468 -2.395440 0.523128 3.29 0.93 0.08
Na 3.354532 0.201450 -1.117202 -0.58 0.39 -0.16
Na 0.937012 1.521100 2.417808 0.22 0.61 -0.65
Na -1.038178 -0.170800 -1.867592 0.55 0.48 -0.12
Na -2.291928 3.132230 0.163578 0.74 0.14 -0.54
O 0.815212 2.778990 0.192058 1.71 -1.19 2.71
O -0.632538 1.974540 -1.042732 -9.95 -0.33 -3.09
O -0.672578 -1.658620 1.731388 -0.13 -0.02 1.31
O -0.301648 -3.774260 0.995188 0.40 -0.51 0.70
O 1.140342 0.891300 -1.056602 2.99 -2.88 0.22
O 0.581962 -1.900860 -0.197532 -1.76 -0.87 0.01
O -1.768588 -2.422820 -0.156432 -1.81 0.43 -2.03
C 0.449872 1.823190 -0.585062 4.32 2.83 1.57
```
Forces are in eV/Å.

- ⟨S²⟩ = 0.76
- electronic energy (Eh) = -1673.435340
- F_max (eV/Å) = 10.4
- total charge = +2
- spin multiplicity = 2
- E_LUMO (spin up / spin down) (eV) = -7.02 / -11.41